(1)
Here is C39H38N2O3V as an isolated structure from the Open Molecules 2025 dataset. Energies are from ωB97M-V with the def2-TZVPD basis set.

Structure (ORCA input):
```
! RIJCOSX wB97M-V def2-TZVPD def2/J DEFGRID3
* xyz 3 1
V 0.50 0.09 -0.61
O -0.23 1.30 0.02
C -3.09 1.06 0.02
C -2.74 0.09 -1.09
C -2.19 -1.27 -0.74
C -3.05 -2.34 -0.60
C -2.55 -3.60 -0.33
C -1.18 -3.77 -0.24
C -0.34 -2.68 -0.41
C 1.16 -2.89 -0.41
C 1.92 -2.41 0.81
O 1.52 -0.52 0.49
C 3.36 -2.42 0.78
C 4.07 -2.28 1.99
C 5.45 -2.32 1.99
C 6.14 -2.51 0.80
C 5.45 -2.65 -0.41
C 4.08 -2.60 -0.42
C 1.22 -2.60 2.11
C 0.86 -3.92 2.42
C 0.31 -4.22 3.65
C 0.11 -3.22 4.59
C 0.46 -1.91 4.28
C 1.02 -1.60 3.05
N -0.85 -1.44 -0.64
C -3.29 2.42 -0.35
C -3.09 3.44 0.61
C -3.28 4.77 0.28
C -3.70 5.10 -1.01
C -3.89 4.11 -1.98
C -3.66 2.79 -1.67
C -3.32 0.65 1.37
C -4.42 1.23 2.06
C -4.74 0.83 3.34
C -3.96 -0.12 3.98
C -2.86 -0.69 3.34
C -2.55 -0.33 2.05
H -2.14 0.58 -1.85
H -3.71 -0.11 -1.56
H -4.12 -2.18 -0.70
H -3.22 -4.44 -0.21
H -0.75 -4.75 -0.06
H 1.60 -2.47 -1.32
H 1.33 -3.97 -0.49
H 3.54 -2.16 2.92
H 6.00 -2.21 2.92
H 7.22 -2.55 0.80
H 6.00 -2.82 -1.32
H 3.57 -2.73 -1.37
H 1.07 -4.72 1.72
H 0.06 -5.25 3.89
H -0.31 -3.46 5.56
H 0.32 -1.13 5.02
H 1.31 -0.58 2.83
H -2.72 3.18 1.59
H -3.11 5.54 1.01
H -3.87 6.14 -1.26
H -4.23 4.39 -2.97
H -3.85 2.03 -2.41
H -5.06 1.92 1.54
H -5.60 1.25 3.84
H -4.21 -0.43 4.99
H -2.24 -1.40 3.86
H -1.66 -0.73 1.59
O 1.32 0.61 -2.24
C 2.36 1.19 -2.71
C 3.25 2.01 -1.85
C 2.86 3.48 -2.25
C 1.47 3.69 -2.90
C 1.33 3.36 -4.40
C 1.34 1.87 -4.76
N 2.50 1.30 -4.02
H 4.30 1.82 -2.05
H 3.06 1.80 -0.80
H 3.62 3.86 -2.94
H 2.93 4.09 -1.35
H 1.25 4.76 -2.80
H 0.69 3.18 -2.32
H 2.13 3.86 -4.95
H 0.40 3.79 -4.78
H 1.48 1.70 -5.82
H 0.44 1.35 -4.44
H 3.38 1.73 -4.29
*
```

Its HOMO energy is -16.60 eV.

The molecule's Löwdin atomic charges, reported in e, are given here: atom 1 (V): 0.986, atom 2 (O): -0.216, atom 3 (C): -0.035, atom 4 (C): -0.052, atom 5 (C): -0.239, atom 6 (C): 0.033, atom 7 (C): 0.045, atom 8 (C): 0.035, atom 9 (C): -0.201, atom 10 (C): -0.060, atom 11 (C): -0.103, atom 12 (O): -0.259, atom 13 (C): -0.168, atom 14 (C): 0.039, atom 15 (C): -0.016, atom 16 (C): -0.001, atom 17 (C): -0.030, atom 18 (C): 0.005, atom 19 (C): -0.210, atom 20 (C): -0.015, atom 21 (C): -0.031, atom 22 (C): -0.046, atom 23 (C): -0.060, atom 24 (C): -0.034, atom 25 (N): 0.063, atom 26 (C): -0.184, atom 27 (C): 0.015, atom 28 (C): -0.017, atom 29 (C): 0.005, atom 30 (C): -0.023, atom 31 (C): 0.011, atom 32 (C): -0.159, atom 33 (C): 0.017, atom 34 (C): -0.015, atom 35 (C): 0.003, atom 36 (C): -0.023, atom 37 (C): 0.007, atom 38 (H): 0.128, atom 39 (H): 0.159, atom 40 (H): 0.145, atom 41 (H): 0.143, atom 42 (H): 0.136, atom 43 (H): 0.123, atom 44 (H): 0.156, atom 45 (H): 0.127, atom 46 (H): 0.128, atom 47 (H): 0.130, atom 48 (H): 0.124, atom 49 (H): 0.115, atom 50 (H): 0.127, atom 51 (H): 0.124, atom 52 (H): 0.123, atom 53 (H): 0.123, atom 54 (H): 0.121, atom 55 (H): 0.135, atom 56 (H): 0.129, atom 57 (H): 0.132, atom 58 (H): 0.127, atom 59 (H): 0.123, atom 60 (H): 0.135, atom 61 (H): 0.131, atom 62 (H): 0.131, atom 63 (H): 0.102, atom 64 (H): 0.098, atom 65 (O): -0.083, atom 66 (C): -0.397, atom 67 (C): -0.054, atom 68 (C): -0.126, atom 69 (C): -0.168, atom 70 (C): -0.152, atom 71 (C): -0.109, atom 72 (N): 0.132, atom 73 (H): 0.143, atom 74 (H): 0.119, atom 75 (H): 0.125, atom 76 (H): 0.125, atom 77 (H): 0.124, atom 78 (H): 0.106, atom 79 (H): 0.128, atom 80 (H): 0.125, atom 81 (H): 0.135, atom 82 (H): 0.119, atom 83 (H): 0.170


(2)
Here is C39H39AsN11S2Y as an isolated structure from the Open Molecules 2025 dataset. Energies are from ωB97M-V with the def2-TZVPD basis set.

Structure (ORCA input):
```
! RIJCOSX wB97M-V def2-TZVPD def2/J DEFGRID3
* xyz 2 1
Y 0.46 -0.14 0.22
S -1.99 0.70 0.75
C -1.77 2.26 1.60
C -2.66 3.30 1.33
C -2.53 4.52 1.97
C -1.51 4.73 2.89
C -0.63 3.69 3.18
C -0.76 2.47 2.54
As 0.36 0.95 2.91
C -0.54 0.07 4.37
C -0.68 0.69 5.61
C -1.34 0.04 6.64
C -1.87 -1.23 6.44
C -1.76 -1.84 5.20
C -1.10 -1.19 4.17
C 1.95 1.67 3.74
C 2.57 2.79 3.18
C 3.76 3.27 3.70
C 4.36 2.63 4.77
C 3.76 1.51 5.33
C 2.56 1.03 4.81
H -3.47 3.14 0.63
H -3.23 5.31 1.76
H -1.42 5.68 3.40
H 0.14 3.84 3.93
H -0.27 1.68 5.78
H -1.44 0.53 7.60
H -2.39 -1.72 7.25
H -2.19 -2.82 5.04
H -1.07 -1.66 3.19
H 2.10 3.32 2.35
H 4.21 4.16 3.28
H 5.28 3.01 5.19
H 4.22 1.01 6.17
H 2.10 0.17 5.27
C -0.26 4.60 -1.45
N 1.15 4.25 -1.28
C 2.16 5.28 -1.53
C 1.45 3.03 -0.82
N 0.60 2.07 -0.63
N 2.81 2.81 -0.57
C 3.36 1.78 0.16
N 4.67 1.98 0.46
N 2.70 0.72 0.50
H -0.33 5.65 -1.70
H -0.81 4.43 -0.52
H -0.72 4.02 -2.26
H 1.70 6.09 -2.08
H 2.96 4.90 -2.16
H 2.56 5.69 -0.60
H -0.35 2.36 -0.83
H 3.42 3.59 -0.75
H 5.13 2.86 0.31
H 5.14 1.31 1.04
H 3.28 0.13 1.09
S -1.08 -5.49 -5.50
N -1.76 -5.31 -4.05
C -1.20 -4.24 -3.50
C -1.52 -3.71 -2.19
C -2.48 -4.27 -1.35
C -2.73 -3.68 -0.14
C -2.00 -2.55 0.22
N -1.06 -2.01 -0.55
C -0.83 -2.57 -1.75
C 0.17 -1.93 -2.62
N 0.78 -0.82 -2.15
C 1.66 -0.19 -2.92
C 1.99 -0.62 -4.20
C 1.39 -1.76 -4.69
C 0.46 -2.43 -3.89
C -0.25 -3.62 -4.33
N -0.08 -4.23 -5.50
H -3.02 -5.15 -1.68
H -3.48 -4.07 0.53
H -2.20 -2.04 1.15
H 2.11 0.70 -2.50
H 2.71 -0.07 -4.79
H 1.61 -2.14 -5.68
C 1.53 -5.23 2.97
C 1.84 -4.21 1.93
C 2.74 -4.20 0.88
C 2.60 -2.95 0.27
N 1.67 -2.22 0.89
N 1.21 -3.02 1.89
C 3.35 -2.45 -0.92
H 2.16 -6.11 2.84
H 0.49 -5.55 2.90
H 1.71 -4.83 3.96
H 3.42 -4.99 0.60
H 0.57 -2.66 2.58
H 4.40 -2.73 -0.84
H 3.29 -1.36 -1.01
H 2.97 -2.89 -1.84
*
```

Its HOMO energy is -12.23 eV.

The molecule's Löwdin atomic charges, reported in e, are given here: atom 1 (Y): 1.079, atom 2 (S): 0.547, atom 3 (C): -0.696, atom 4 (C): -0.129, atom 5 (C): -0.075, atom 6 (C): -0.071, atom 7 (C): -0.101, atom 8 (C): -0.409, atom 9 (As): 1.251, atom 10 (C): -0.385, atom 11 (C): -0.095, atom 12 (C): -0.054, atom 13 (C): -0.059, atom 14 (C): -0.069, atom 15 (C): -0.138, atom 16 (C): -0.393, atom 17 (C): -0.150, atom 18 (C): -0.086, atom 19 (C): -0.071, atom 20 (C): -0.064, atom 21 (C): -0.101, atom 22 (H): 0.106, atom 23 (H): 0.114, atom 24 (H): 0.110, atom 25 (H): 0.102, atom 26 (H): 0.112, atom 27 (H): 0.115, atom 28 (H): 0.115, atom 29 (H): 0.109, atom 30 (H): 0.055, atom 31 (H): 0.093, atom 32 (H): 0.106, atom 33 (H): 0.112, atom 34 (H): 0.113, atom 35 (H): 0.103, atom 36 (C): -0.003, atom 37 (N): -0.125, atom 38 (C): -0.023, atom 39 (C): -0.405, atom 40 (N): 0.041, atom 41 (N): 0.167, atom 42 (C): -0.495, atom 43 (N): 0.196, atom 44 (N): 0.028, atom 45 (H): 0.098, atom 46 (H): 0.084, atom 47 (H): 0.108, atom 48 (H): 0.099, atom 49 (H): 0.098, atom 50 (H): 0.105, atom 51 (H): 0.031, atom 52 (H): 0.117, atom 53 (H): 0.119, atom 54 (H): 0.124, atom 55 (H): 0.077, atom 56 (S): 1.085, atom 57 (N): -0.197, atom 58 (C): -0.303, atom 59 (C): -0.067, atom 60 (C): 0.041, atom 61 (C): -0.003, atom 62 (C): -0.142, atom 63 (N): 0.005, atom 64 (C): -0.133, atom 65 (C): -0.136, atom 66 (N): 0.023, atom 67 (C): -0.124, atom 68 (C): -0.009, atom 69 (C): 0.042, atom 70 (C): -0.070, atom 71 (C): -0.306, atom 72 (N): -0.198, atom 73 (H): 0.133, atom 74 (H): 0.122, atom 75 (H): 0.068, atom 76 (H): 0.097, atom 77 (H): 0.120, atom 78 (H): 0.133, atom 79 (C): 0.001, atom 80 (C): -0.275, atom 81 (C): 0.038, atom 82 (C): -0.326, atom 83 (N): -0.033, atom 84 (N): 0.050, atom 85 (C): -0.020, atom 86 (H): 0.092, atom 87 (H): 0.090, atom 88 (H): 0.093, atom 89 (H): 0.126, atom 90 (H): 0.124, atom 91 (H): 0.095, atom 92 (H): 0.042, atom 93 (H): 0.087


> Which formula does entry 2 have?

C39H39AsN11S2Y


> Among the records above, which one has the highest HOMO?

C39H39AsN11S2Y


> Which of these has the lowest HOMO?

C39H38N2O3V


> Among the records above, which one has the lowest HOMO?

C39H38N2O3V